[1]
{"formula": "C14H30BN4O14S3", "method": "ωB97M-V/def2-TZVPD", "symbols": ["C", "C", "C", "C", "C", "N", "C", "N", "C", "N", "C", "B", "O", "O", "N", "H", "H", "H", "H", "H", "H", "H", "H", "H", "H", "H", "H", "H", "H", "H", "H", "H", "H", "C", "C", "O", "S", "O", "O", "O", "H", "H", "H", "H", "C", "C", "O", "S", "O", "O", "O", "H", "H", "H", "H", "C", "C", "O", "S", "O", "O", "O", "H", "H", "H", "H"], "positions_angstrom": [[-0.28791, -0.95529, -0.07523], [1.18280, -0.60666, -0.30761], [1.60464, -1.00567, -1.71813], [1.54907, 0.84490, 0.03685], [1.20314, 1.89382, -1.00921], [-0.21223, 1.92447, -1.36975], [-0.82187, 1.82201, -2.53114], [-2.13579, 1.89505, -2.43856], [-2.37452, 2.05372, -1.13319], [-3.56537, 2.16173, -0.56065], [-4.80500, 2.09750, -1.32721], [-5.96834, 2.90969, -0.63099], [-7.16739, 3.09153, -1.24983], [-5.76480, 3.44123, 0.60706], [-1.20644, 2.08918, -0.45476], [-0.39004, -2.03361, -0.16177], [-0.60807, -0.69520, 0.93537], [-0.94207, -0.51063, -0.82375], [1.75316, -1.23474, 0.38146], [2.68377, -0.97106, -1.85762], [1.29504, -2.03430, -1.90116], [1.11100, -0.40493, -2.48272], [1.06905, 1.11329, 0.98299], [2.62324, 0.93033, 0.19150], [1.79113, 1.78346, -1.91373], [1.44374, 2.88074, -0.61546], [-0.26350, 1.68207, -3.44149], [-3.60337, 2.25704, 0.44017], [-5.11148, 1.05527, -1.45332], [-4.60801, 2.48298, -2.32583], [-7.26053, 2.59616, -2.06880], [-6.60234, 3.60820, 1.05554], [-1.05584, 2.20958, 0.53136], [-2.19328, -5.49160, 0.73224], [-1.20755, -6.50883, 0.19868], [-1.24239, -6.30557, -1.22939], [-1.49818, -4.77334, -1.55259], [-0.25990, -4.11873, -1.80168], [-2.57203, -4.67344, -2.46988], [-1.98612, -4.33164, -0.09728], [-3.22611, -5.82110, 0.60985], [-2.00750, -5.24329, 1.77039], [-1.48676, -7.53311, 0.42338], [-0.19708, -6.31446, 0.55650], [1.48862, -2.47833, 3.46138], [2.03305, -3.46082, 4.47891], [0.87176, -4.20279, 4.88474], [-0.12618, -4.37043, 3.65961], [0.08945, -5.62480, 3.03136], [-1.42223, -3.97342, 4.07046], [0.51338, -3.23742, 2.72755], [0.98750, -1.63636, 3.94253], [2.24909, -2.11617, 2.77512], [2.46765, -2.97782, 5.34841], [2.75497, -4.14851, 4.03609], [3.97950, 6.41945, -0.72468], [5.47301, 6.22793, -0.55515], [5.63655, 4.79799, -0.59773], [4.58562, 4.16197, -1.60304], [5.17158, 3.95049, -2.87216], [3.92006, 3.09485, -0.93535], [3.60902, 5.42163, -1.69499], [3.44002, 6.22358, 0.20321], [3.71627, 7.40140, -1.10565], [5.84475, 6.59987, 0.39424], [6.03863, 6.67097, -1.37548]], "forces_ev_per_angstrom": [[0.32, -0.22, 0.05], [0.04, 0.02, -0.09], [-0.08, -0.37, 0.08], [-0.27, -0.26, -0.11], [0.19, 0.44, 0.57], [0.33, -0.08, -0.01], [0.15, -0.12, -0.28], [-0.33, -0.04, -0.24], [-0.09, -0.04, 0.20], [0.29, -0.05, -0.10], [0.10, 0.09, 0.12], [-0.21, 0.20, -0.22], [0.05, -0.28, 0.13], [0.03, -0.46, 0.13], [-0.34, 0.15, 0.15], [-0.15, -0.10, -0.06], [-0.12, 0.17, -0.01], [-0.14, 0.05, 0.03], [0.05, 0.01, 0.06], [0.06, 0.22, -0.05], [0.00, -0.04, -0.03], [0.06, 0.10, -0.06], [0.07, 0.04, 0.11], [0.08, 0.08, 0.01], [-0.21, -0.14, -0.20], [0.09, 0.05, -0.04], [0.00, 0.00, -0.08], [-0.25, 0.11, 0.05], [-0.01, -0.07, -0.04], [0.01, 0.04, -0.06], [-0.12, 0.11, -0.07], [0.05, 0.36, -0.01], [0.30, -0.08, 0.03], [-0.32, -0.27, 0.00], [0.25, 0.12, 0.17], [-0.21, 0.02, 0.01], [0.03, -0.13, 0.24], [0.00, 0.17, -0.10], [0.02, 0.05, -0.18], [0.19, -0.04, 0.06], [0.02, -0.02, -0.02], [0.00, 0.18, -0.06], [-0.05, -0.03, -0.18], [-0.01, 0.00, 0.03], [-0.03, 0.17, 0.14], [0.22, -0.08, -0.15], [-0.14, 0.14, 0.03], [0.37, 0.23, 0.15], [-0.12, -0.09, -0.12], [-0.14, -0.11, -0.02], [0.12, -0.10, 0.01], [0.01, -0.01, 0.01], [-0.05, -0.08, -0.11], [-0.12, -0.05, 0.10], [0.00, 0.02, -0.01], [-0.03, 0.02, 0.21], [0.08, 0.20, -0.19], [-0.15, -0.05, 0.14], [0.11, 0.17, 0.02], [-0.05, -0.07, -0.13], [-0.02, -0.08, 0.06], [0.08, 0.02, -0.01], [0.02, 0.00, 0.00], [-0.03, -0.05, -0.14], [0.03, -0.16, 0.06], [-0.02, 0.01, 0.00]], "nbo_charge": [-0.62, -0.22, -0.62, -0.41, -0.23, -0.14, 0.29, -0.50, 0.58, -0.55, -0.58, 1.10, -0.87, -0.90, -0.37, 0.25, 0.20, 0.19, 0.20, 0.22, 0.25, 0.18, 0.19, 0.25, 0.25, 0.23, 0.24, 0.42, 0.23, 0.25, 0.50, 0.51, 0.44, -0.10, -0.10, -0.68, 2.56, -0.93, -0.89, -0.70, 0.20, 0.22, 0.22, 0.21, -0.10, -0.10, -0.68, 2.55, -0.91, -0.89, -0.69, 0.19, 0.21, 0.22, 0.20, -0.10, -0.10, -0.68, 2.56, -0.88, -0.94, -0.69, 0.19, 0.22, 0.22, 0.21], "total_energy_ev": -82806.9382, "charge": 1, "homo_lumo_gap_ha": 0.3701}



[2]
{"formula": "C14H30BrCaClLiN2NaO9P", "method": "ωB97M-V/def2-TZVPD", "symbols": ["C", "C", "C", "O", "P", "O", "O", "C", "N", "O", "C", "C", "N", "H", "H", "H", "H", "H", "H", "H", "H", "H", "H", "H", "H", "H", "H", "H", "C", "C", "O", "C", "H", "H", "H", "H", "H", "H", "Li", "C", "C", "C", "O", "C", "H", "H", "H", "H", "H", "H", "H", "H", "Cl", "Na", "C", "O", "O", "O", "H", "Ca", "Br"], "positions_angstrom": [[0.80361, -3.14582, 3.17771], [0.88036, -2.66754, 1.68652], [0.83484, -1.12496, 1.50924], [-0.46733, -0.62675, 1.08278], [-1.30890, -0.00851, 2.29651], [-1.63453, -1.11593, 3.25940], [-2.62218, 0.64900, 1.56110], [-3.83310, 0.35591, 2.16886], [-4.55057, -0.71248, 1.46791], [-0.48638, 1.09425, 3.12585], [-0.34814, 2.33764, 2.32330], [1.15158, 2.55799, 2.04030], [1.71414, 1.83885, 1.17465], [1.71354, -3.67585, 3.49840], [0.70287, -2.25498, 3.83100], [-0.10175, -3.75045, 3.36223], [1.86192, -2.99956, 1.30295], [0.09834, -3.17189, 1.09725], [1.53087, -0.88377, 0.68795], [1.24093, -0.60241, 2.39237], [-3.76787, 0.13663, 3.24763], [-4.46019, 1.26355, 2.07404], [-4.24249, -0.77870, 0.51834], [-4.47516, -1.61474, 1.93170], [-0.65527, 3.19739, 2.94799], [-1.00791, 2.34075, 1.37736], [1.72664, 3.31831, 2.60386], [2.69965, 2.10963, 1.11185], [-3.62785, -3.83649, -0.35888], [-5.06172, -4.03627, -0.55433], [-5.78556, -3.08078, -0.28633], [-5.57934, -5.33264, -1.08404], [-3.45956, -2.83203, 0.02866], [-3.21181, -4.55949, 0.34877], [-3.15512, -3.88222, -1.34346], [-5.31735, -6.14186, -0.40185], [-5.15304, -5.52130, -2.07033], [-6.66413, -5.28564, -1.17256], [-3.72408, 0.12991, 4.91968], [3.74269, 2.58750, -3.39795], [3.17273, 2.39083, -2.00475], [3.14962, 0.87635, -1.88652], [4.23290, 0.38163, -2.67661], [4.74734, 1.45194, -3.48773], [4.19199, 3.56718, -3.55421], [2.95536, 2.45052, -4.14361], [3.85625, 2.81372, -1.26098], [2.19164, 2.84378, -1.86227], [2.21958, 0.46016, -2.29105], [3.26433, 0.53354, -0.85454], [5.71840, 1.74857, -3.07798], [4.89498, 1.09926, -4.50889], [-2.59870, -2.24470, -2.45005], [-1.02276, 0.47435, 5.56672], [5.62292, 5.70665, -4.97198], [6.23629, 5.80910, -6.05901], [6.43303, 5.33351, -3.92130], [4.42461, 5.88949, -4.73434], [7.25073, 5.28367, -4.45139], [-5.07849, -0.72427, -0.91510], [-1.86342, 3.58051, 0.05914]], "forces_ev_per_angstrom": [[-0.41, 0.63, -0.03], [0.19, -0.04, 0.88], [1.65, -1.22, -0.96], [-1.20, 1.65, 1.69], [1.91, -1.89, -1.05], [-1.19, 1.36, 0.80], [1.47, -0.91, 1.30], [-1.52, 1.49, -1.10], [-0.57, 0.04, 0.91], [-1.50, -0.77, -0.44], [1.32, 1.55, -0.05], [-0.54, -0.16, 0.04], [0.34, -0.02, 0.02], [-0.48, 0.03, -0.20], [0.11, -0.45, -0.19], [0.57, 0.07, -0.03], [-0.54, 0.21, -0.09], [0.34, 0.40, 0.00], [-0.63, 0.24, 0.27], [-0.52, -0.13, -0.28], [0.07, -0.43, -1.05], [0.53, -0.20, 0.13], [3.06, -0.50, 3.63], [0.13, -0.09, -0.53], [-0.36, -0.70, -0.15], [0.99, -0.04, 0.98], [-0.64, -0.11, -0.13], [-0.07, -0.20, -0.23], [0.08, -0.87, 0.95], [0.79, -0.46, 0.18], [-1.22, 1.79, -0.50], [-0.62, 0.38, 0.16], [0.27, -0.19, 0.01], [0.04, -0.17, -0.23], [0.29, -0.30, 0.27], [0.18, -0.04, -0.12], [0.18, -0.07, 0.10], [0.05, -0.03, -0.01], [-0.37, -0.31, 0.45], [-0.03, 0.05, -0.23], [0.00, 0.10, 0.26], [-0.07, -0.20, -0.19], [-0.09, 0.13, 0.07], [0.21, 0.04, 0.10], [-0.03, -0.01, -0.02], [0.02, 0.03, 0.01], [0.00, 0.02, -0.02], [0.00, -0.03, -0.01], [-0.09, 0.05, 0.11], [0.05, -0.10, -0.03], [0.00, 0.05, -0.07], [-0.02, -0.10, 0.06], [-1.14, 1.88, -0.09], [1.02, -0.06, -0.42], [0.25, -0.07, 0.33], [-0.64, 0.14, -0.17], [0.09, 0.05, -0.59], [-0.06, 0.00, -0.24], [0.33, -0.21, 0.74], [-1.01, -1.51, -4.27], [-0.95, 0.20, -0.67]], "nbo_charge": [-0.61, -0.44, -0.09, -0.77, 2.56, -1.19, -0.74, 0.14, -0.83, -0.87, -0.25, 0.09, -0.57, 0.22, 0.18, 0.21, 0.23, 0.23, 0.24, 0.19, 0.04, 0.22, 0.23, 0.43, 0.20, 0.28, 0.17, 0.36, -0.74, 0.68, -0.76, -0.73, 0.17, 0.25, 0.33, 0.26, 0.27, 0.25, 0.66, -0.44, -0.43, -0.06, -0.55, -0.07, 0.26, 0.20, 0.19, 0.23, 0.16, 0.16, 0.17, 0.19, -0.83, 0.82, 0.92, -0.62, -0.72, -0.58, 0.49, 1.83, -0.81], "total_energy_ev": -151314.7158, "charge": 1, "homo_lumo_gap_ha": 0.0363}